Entry from the Open Molecules 2025 dataset: a molecular structure, C26H27BN8Pd in a non-equilibrium geometry (the ωB97M-V functional and the def2-TZVPD basis).

calculated total energy	-43481.23336	eV
charge	-1
2S+1	2
gap between HOMO and LUMO (spin up / spin down)	0.246 / 0.249	Ha
ΔE to the lowest compared entry with this formula, charge and spin	55.6	kJ/mol
<S²>	0.75

Positions of all 63 atoms, in Å:
Pd (-0.107, 0.039, 1.264)
C (-2.047, -2.817, 0.971)
C (-1.744, -2.258, -0.376)
C (-2.177, -2.652, -1.651)
C (-1.564, -1.769, -2.514)
N (-0.814, -0.921, -1.782)
N (-0.933, -1.221, -0.492)
B (-0.026, 0.323, -2.240)
N (-0.735, 1.567, -1.695)
C (-1.235, 2.636, -2.339)
C (-1.740, 3.504, -1.394)
C (-1.487, 2.876, -0.164)
C (-1.758, 3.323, 1.230)
N (-0.889, 1.718, -0.375)
N (1.402, 0.321, -1.657)
C (2.527, 0.731, -2.277)
C (3.548, 0.729, -1.354)
C (2.945, 0.315, -0.158)
C (3.533, 0.155, 1.199)
N (1.662, 0.071, -0.371)
N (0.081, 0.269, -3.763)
C (0.739, -0.724, -4.397)
C (0.627, -0.510, -5.751)
C (-0.131, 0.665, -5.858)
C (-0.560, 1.359, -7.105)
N (-0.448, 1.112, -4.653)
H (-3.068, -3.192, 1.022)
H (-1.906, -2.021, 1.713)
H (-1.373, -3.641, 1.204)
H (-2.851, -3.448, -1.900)
H (-1.627, -1.699, -3.582)
H (-1.189, 2.681, -3.408)
H (-2.229, 4.444, -1.567)
H (-2.505, 4.112, 1.262)
H (-0.836, 3.691, 1.683)
H (-2.094, 2.465, 1.817)
H (2.536, 1.005, -3.313)
H (4.576, 0.992, -1.517)
H (4.621, 0.159, 1.158)
H (3.183, -0.775, 1.646)
H (3.191, 0.969, 1.840)
H (1.231, -1.501, -3.846)
H (1.023, -1.105, -6.549)
H (-0.244, 0.784, -7.972)
H (-0.124, 2.355, -7.162)
H (-1.643, 1.467, -7.125)
C (0.126, -3.346, 5.297)
C (0.317, -3.275, 3.909)
C (0.366, -2.060, 3.279)
C (0.211, -0.850, 3.993)
C (0.230, 0.406, 3.296)
C (0.190, 1.534, 4.095)
C (0.074, 1.467, 5.493)
C (-0.024, 0.265, 6.139)
C (0.050, -0.930, 5.403)
C (-0.003, -2.196, 6.026)
H (0.107, -4.312, 5.789)
H (0.423, -4.189, 3.338)
H (0.547, -1.979, 2.198)
H (0.261, 2.521, 3.649)
H (0.055, 2.384, 6.075)
H (-0.132, 0.219, 7.216)
H (-0.138, -2.242, 7.100)